ORCA calculation (ωB97M-V/def2-TZVPD) on a cluster of 2 separate species, C6H6O4 in total in a non-equilibrium geometry.

```
16
Properties=species:S:1:pos:R:3:mulliken_charge:R:1
C 0.14001 1.48005 -0.67407 0.177
C -1.21389 1.22396 -0.13971 -0.101
C -1.45819 0.67145 1.03916 -0.844
O 0.92565 -1.46480 -1.53902 -0.458
O 0.34705 1.81540 -1.82044 -0.548
H 1.81428 -1.16664 -1.29112 0.379
H -2.01661 1.49411 -0.82519 0.339
H -0.66992 0.39350 1.71378 0.295
H -2.46883 0.46065 1.35314 0.281
C 0.21301 -1.81582 -0.47753 0.678
O -1.01290 -2.17711 -0.84346 -0.445
C 1.21368 1.27297 0.26679 -0.324
C 2.15897 1.11738 0.99246 0.325
O 0.60647 -1.80653 0.65773 -0.520
H -1.53438 -2.42720 -0.06728 0.360
H 2.95561 0.92864 1.65474 0.404
```

LUMO level = -0.3 eV

ORCA calculation (ωB97M-V/def2-TZVPD) on a structure of composition C21H49FeN7O7 in a non-equilibrium geometry.

```
85
Properties=species:S:1:pos:R:3:mulliken_charge:R:1
Fe -17.12745 -12.66065 -31.74897 2.035
C -16.55294 -13.91103 -28.65140 -0.004
O -16.98703 -13.72858 -29.80299 -0.422
N -16.60167 -15.03491 -27.97422 0.147
C -15.89326 -15.18295 -26.68524 -0.881
C -17.29069 -16.25724 -28.47557 -0.717
H -15.96993 -13.16864 -28.08470 0.156
H -15.14834 -15.94692 -26.90781 0.341
H -16.63449 -15.45006 -25.93202 0.323
H -15.48761 -14.23749 -26.32515 0.302
H -17.95713 -16.60096 -27.68449 0.373
H -17.69554 -16.07010 -29.47014 -0.036
H -16.56918 -17.04001 -28.70963 0.370
C -18.05258 -15.85975 -32.34805 -0.080
O -17.47015 -14.76938 -32.14502 -0.771
N -18.97127 -16.18826 -33.29438 0.149
C -19.40625 -17.58629 -33.44820 -0.994
C -19.42183 -15.17135 -34.27167 -0.794
H -17.79731 -16.80740 -31.84905 0.357
H -19.29839 -18.08774 -32.48642 0.353
H -18.91864 -18.09016 -34.28273 0.336
H -20.45608 -17.60469 -33.74078 0.348
H -20.48135 -14.94226 -34.15745 0.326
H -18.89472 -14.22090 -34.18857 0.031
H -19.42082 -15.50282 -35.31005 0.382
C -15.13994 -13.64054 -34.41694 0.037
O -16.06135 -13.11139 -33.79885 -0.588
N -14.26272 -12.94413 -35.20262 0.302
C -13.40277 -13.71893 -36.15175 -0.951
C -14.24831 -11.48143 -35.41166 -0.858
H -15.02528 -14.71618 -34.62197 0.319
H -13.73233 -13.45486 -37.15662 0.351
H -13.45938 -14.80675 -36.11256 0.337
H -12.36651 -13.43172 -35.97343 0.295
H -14.72470 -11.00439 -34.55516 -0.125
H -13.27438 -10.99385 -35.45449 0.378
H -14.74017 -11.31967 -36.37083 0.392
C -16.91005 -10.25816 -29.41418 -0.333
O -17.22375 -11.01840 -30.31109 0.341
N -16.10892 -9.23297 -29.56273 0.167
C -16.04046 -8.29049 -28.46425 -1.032
C -15.54096 -8.81627 -30.83580 -0.618
H -17.32781 -10.33832 -28.39867 0.326
H -16.13649 -8.64871 -27.43929 0.350
H -16.63858 -7.38577 -28.57304 0.368
H -15.03242 -7.89069 -28.57433 0.346
H -14.58950 -8.28449 -30.82878 0.423
H -15.35929 -9.70225 -31.44419 -0.320
H -16.21830 -8.09613 -31.29483 0.382
C -17.58356 -9.89352 -33.55072 0.080
O -17.46871 -11.01415 -33.00322 -0.289
N -18.61114 -9.06946 -33.29009 0.199
C -18.77273 -7.85950 -34.05870 -0.930
C -19.69136 -9.41020 -32.37461 -0.555
H -16.93957 -9.45343 -34.32776 0.120
H -17.86778 -7.76961 -34.65960 0.291
H -18.69620 -6.99876 -33.39435 0.367
H -19.68624 -7.82392 -34.65228 0.305
H -19.53482 -10.39465 -31.93364 -0.239
H -19.76973 -8.68683 -31.56300 0.343
H -20.64807 -9.31554 -32.88825 0.410
C -13.92804 -12.24692 -30.92619 0.070
O -15.05471 -12.32577 -31.43858 -0.850
N -12.81696 -11.60826 -31.39608 0.364
C -11.52262 -11.78068 -30.75987 -0.906
C -12.85228 -10.73771 -32.53957 -0.492
H -13.77345 -12.75377 -29.96109 0.235
H -10.80288 -12.18982 -31.46887 0.310
H -11.67443 -12.35465 -29.84576 0.279
H -11.17168 -10.80204 -30.43243 0.358
H -12.33176 -11.28286 -33.32695 0.505
H -13.87030 -10.51918 -32.86203 -0.401
H -12.55927 -9.70444 -32.35352 0.376
C -20.42610 -12.96085 -31.15536 -0.121
O -19.25680 -12.66392 -31.41856 -0.358
N -20.82985 -13.05640 -29.88226 0.238
C -22.23502 -13.25279 -29.58837 -1.019
C -20.02791 -12.71587 -28.74686 -0.657
H -21.15169 -13.18911 -31.95136 0.395
H -22.35578 -13.64444 -28.57835 0.314
H -22.67202 -13.94296 -30.31004 0.321
H -22.70632 -12.27381 -29.67533 0.380
H -18.97918 -12.55738 -28.99816 -0.191
H -20.39463 -11.79542 -28.29258 0.423
H -20.06208 -13.43639 -27.92968 0.406
```

2S+1 = 5
net charge = +2
LUMO level (alpha / beta) = -3.8 / -3.8 eV

What energy relative to the best compared isomer or geometry (same formula, charge and spin) values result from the calculations? In sequence: 240.98 116.35 kJ/mol.